(1)
{
  "formula": "C12H32FKO12S4",
  "method": "wB97M-V/def2-TZVPD",
  "elements": ["K", "F", "O", "S", "O", "O", "C", "C", "C", "H", "H", "H", "H", "H", "H", "H", "H", "O", "S", "O", "O", "C", "C", "C", "H", "H", "H", "H", "H", "H", "H", "H", "O", "S", "O", "O", "C", "C", "C", "H", "H", "H", "H", "H", "H", "H", "H", "O", "S", "O", "O", "C", "C", "C", "H", "H", "H", "H", "H", "H", "H", "H"],
  "xyz": [[13.53739, -11.64173, 2.49302], [14.91855, -9.40315, 3.39333], [12.56430, -10.16094, 0.23557], [13.13736, -8.83570, 0.16314], [13.50236, -8.09500, 1.32444], [14.49071, -8.85599, -0.76711], [14.74136, -9.95601, -1.61644], [16.00358, -9.61549, -2.41073], [12.11313, -7.83971, -0.89052], [13.97912, -10.23437, -2.35093], [14.92028, -10.82963, -0.98903], [15.92015, -8.61543, -2.84424], [16.26231, -10.28654, -3.23001], [16.89809, -9.54315, -1.79008], [12.52705, -6.84113, -0.76856], [11.06952, -7.85197, -0.58584], [12.18870, -8.21365, -1.90915], [15.55209, -13.52759, 2.69851], [15.98425, -13.39858, 1.31902], [15.15858, -12.58307, 0.47144], [17.42136, -12.66160, 1.45414], [17.90597, -11.94880, 0.32582], [18.06971, -10.46631, 0.70971], [16.32323, -15.00482, 0.61803], [17.41797, -12.07581, -0.64379], [18.90240, -12.31716, 0.06266], [18.92755, -10.40818, 1.38151], [17.18864, -9.89169, 0.98781], [18.50238, -9.87045, -0.10599], [15.62328, -15.25626, -0.17830], [16.02580, -15.72699, 1.38158], [17.35655, -15.21646, 0.36094], [13.39600, -16.06355, 0.13691], [12.20964, -16.02559, 0.94671], [12.32815, -16.63113, 2.25107], [11.70133, -14.48514, 1.09518], [10.81443, -14.16983, 2.17309], [9.44177, -13.76027, 1.74592], [10.83150, -16.69653, -0.10923], [11.19862, -13.20064, 2.50389], [10.74738, -14.86268, 3.00736], [8.85854, -13.19222, 2.46847], [8.80183, -14.65598, 1.66186], [9.37130, -13.32521, 0.74844], [11.19917, -17.60813, -0.57187], [10.72558, -15.96227, -0.90859], [9.86374, -16.75786, 0.37981], [12.83009, -13.42960, 4.47192], [12.14007, -13.94366, 5.63422], [10.71877, -13.69370, 5.77756], [12.38550, -15.52992, 5.66821], [13.70627, -15.99789, 5.18952], [13.97506, -17.35470, 5.85823], [13.00591, -13.50973, 7.15539], [14.43825, -15.24732, 5.48417], [13.57802, -16.06056, 4.11291], [15.03412, -17.56937, 5.76221], [13.27813, -18.01095, 5.34280], [13.68531, -17.18331, 6.89423], [13.95419, -14.02440, 7.27116], [12.30696, -13.71888, 7.96457], [13.18079, -12.43686, 7.24530]],
  "atomic_forces_ev_per_a": [[0.4035, 1.0497, 0.5142], [-0.3433, -1.0294, -0.2533], [0.3968, 0.1358, 0.0459], [0.9004, 0.5994, -0.1417], [-0.5860, -0.4509, -0.8062], [-1.4338, 0.3849, 0.7472], [1.3899, -1.2907, -0.7122], [0.4960, 0.7532, 0.1267], [0.1262, 0.0549, 0.0571], [-0.5623, 0.5342, 0.3738], [-0.1013, -0.0487, -0.1203], [-0.2572, -0.0503, -0.0957], [-0.4457, -0.2838, 0.1095], [-0.1698, -0.1676, 0.2863], [-0.0880, 0.0479, -0.3117], [0.0950, -0.1519, 0.2860], [0.0868, 0.0903, -0.0130], [0.4008, -0.5754, -1.3691], [0.8545, 1.2849, 1.8387], [0.0297, -0.6141, -0.4620], [-1.3734, -1.4477, -0.4285], [1.4037, 1.7583, -1.0273], [1.0360, 0.1213, -0.9165], [-0.6447, -0.8822, 0.3330], [-1.0491, -0.1897, 0.5483], [0.1007, -0.2350, 0.5759], [-0.6583, 0.0808, 0.8297], [-0.1276, -0.5013, 0.6393], [-0.2459, -0.4928, -0.5232], [0.1820, 0.6101, -0.2549], [0.1941, 0.2461, 0.2749], [0.0669, 0.5546, -0.0789], [-0.6851, 0.6591, -0.0134], [-0.7320, -0.2648, -0.1857], [-0.7648, 0.3338, -0.7013], [0.7564, -1.9489, -0.3693], [-0.3325, 2.7324, 0.8484], [-2.0605, -1.9933, -1.1837], [1.0370, 0.8509, 0.1614], [0.5338, -0.5536, 0.6058], [0.6446, -0.2702, -0.2492], [0.6713, 0.4467, 0.1694], [0.1116, -0.0295, -0.1665], [0.3674, 0.4434, 0.2034], [-0.1401, -0.2275, 0.3611], [0.2010, 0.1007, 0.0748], [0.2585, -0.2841, 0.4200], [-0.3197, 0.0052, 0.6947], [-0.0066, -0.4259, 0.1108], [1.6338, -0.4795, -0.0618], [-0.3819, 0.6330, 0.0558], [-0.3102, 0.1211, 0.2479], [-0.9775, 1.8733, -0.5736], [-0.7068, 0.7547, 0.1367], [0.1380, -0.0249, -0.2687], [0.4875, 0.0482, 0.0011], [-0.0811, -0.4585, -0.0623], [0.3989, -0.7103, 0.3852], [0.1764, -0.5772, 0.1431], [-0.1090, -0.2071, -0.2115], [0.0953, -0.4732, -0.0589], [0.0194, 0.0309, -0.5859]],
  "nbo_charge": [0.950, -0.981, -0.978, 2.364, -0.838, -0.709, -0.088, -0.630, -0.887, 0.174, 0.211, 0.215, 0.214, 0.214, 0.256, 0.249, 0.238, -0.933, 2.360, -0.962, -0.686, -0.096, -0.644, -0.909, 0.195, 0.181, 0.220, 0.263, 0.206, 0.285, 0.272, 0.260, -0.939, 2.348, -0.934, -0.702, -0.089, -0.646, -0.849, 0.186, 0.225, 0.242, 0.192, 0.224, 0.251, 0.249, 0.246, -0.972, 2.369, -0.910, -0.733, -0.067, -0.633, -0.886, 0.182, 0.222, 0.224, 0.224, 0.218, 0.247, 0.255, 0.266],
  "charge": 0,
  "orbital_gap_ev": 6.74,
  "lumo_energy_ev": 0.07,
  "multiplicity": 1,
  "e_homo_ev": -6.67,
  "fmax_ev_per_a": 3.1
}

(2)
{
  "formula": "C12H33AlN3O3",
  "method": "wB97M-V/def2-TZVPD",
  "elements": ["Al", "C", "C", "C", "O", "C", "N", "H", "H", "H", "H", "H", "H", "H", "H", "H", "H", "H", "C", "C", "C", "O", "C", "N", "H", "H", "H", "H", "H", "H", "H", "H", "H", "H", "H", "C", "C", "C", "O", "C", "N", "H", "H", "H", "H", "H", "H", "H", "H", "H", "H", "H"],
  "xyz": [[-0.87082, -0.40084, -0.55212], [2.64805, 3.65652, -1.22937], [1.65069, 2.46753, -1.73759], [2.31609, 1.12864, -2.04459], [1.27555, 0.27703, -2.50275], [1.20412, 0.26396, -3.92186], [0.49860, 2.40692, -0.80718], [3.00605, 3.37462, -0.23918], [2.15620, 4.61514, -1.06435], [3.42155, 3.83546, -1.97622], [1.11013, 2.73004, -2.64697], [2.79831, 0.73190, -1.15119], [3.01950, 1.33137, -2.85219], [1.11098, 1.23906, -4.39998], [0.38264, -0.41921, -4.13764], [2.12132, -0.23946, -4.22747], [-0.20366, 3.04941, -1.14501], [0.76757, 2.91133, 0.02547], [-2.82223, 3.83113, 1.69420], [-2.06744, 2.52307, 1.36562], [-2.31679, 1.50323, 2.48561], [-2.01350, 0.13530, 2.06136], [-2.45062, -0.91279, 2.89760], [-2.74558, 1.96493, 0.11585], [-2.70129, 4.16173, 2.72579], [-3.90365, 3.80294, 1.56068], [-2.38009, 4.62569, 1.09313], [-0.98659, 2.65409, 1.31381], [-3.35148, 1.47281, 2.82705], [-1.78817, 1.76246, 3.40293], [-2.48574, -1.84545, 2.33456], [-3.36712, -0.69915, 3.44757], [-1.72599, -1.09400, 3.69143], [-3.74544, 1.92163, 0.25190], [-2.74407, 2.69545, -0.58159], [2.93968, -3.85163, 0.51901], [1.54336, -3.47375, -0.01022], [0.42396, -3.45478, 1.08463], [-0.79912, -3.17619, 0.44885], [-1.57918, -4.31536, 0.05095], [1.58552, -2.17507, -0.75386], [2.90069, -4.76003, 1.12016], [3.36283, -3.03700, 1.10673], [3.64025, -4.01468, -0.29997], [1.26291, -4.24131, -0.73154], [0.66994, -2.69101, 1.82237], [0.22574, -4.41499, 1.56085], [-1.99261, -4.90110, 0.87197], [-1.05433, -5.06351, -0.54311], [-2.41232, -3.97886, -0.56609], [2.23969, -1.60761, -0.23411], [2.22587, -2.30562, -1.52393]],
  "atomic_forces_ev_per_a": [[1.2652, 0.3940, -0.6292], [-0.6713, -1.1728, -0.0449], [-1.5954, 2.4970, 0.4300], [-0.2887, -0.2391, -0.1308], [0.7927, 0.3964, 1.1525], [-0.3109, -1.5939, -0.3387], [0.9819, 0.3085, 0.2741], [0.5850, -0.1830, -0.2053], [-0.6004, -0.1950, -0.3977], [0.2077, -0.3533, 0.1591], [0.6811, 0.1535, -0.5080], [-0.0430, -0.1919, 0.0024], [0.2376, -0.1770, 0.1485], [-0.0584, 0.1509, 0.1377], [-0.0947, 0.4050, -0.3949], [0.2025, 0.1989, -0.5184], [-0.7520, -0.3402, -0.6244], [0.3953, -0.5091, 0.9249], [0.8624, 0.4345, 0.5068], [-2.2993, -0.7615, 0.3198], [-0.5877, 0.0756, -0.8587], [0.0365, 0.5288, 1.0314], [-0.5591, -0.4381, -0.3384], [1.8109, -0.1891, 0.5036], [0.3163, -0.0932, 0.1917], [0.0509, -0.3458, -0.3508], [-0.2804, 0.0949, -0.1033], [-0.1865, 0.0793, -0.6807], [-0.4667, -0.0175, -0.0766], [0.6048, -0.3204, 0.3558], [-0.0132, 0.1233, -0.2427], [-0.2304, 0.3143, -0.1184], [0.8294, 0.2077, 0.4758], [-0.5252, -0.6030, 0.5784], [0.5785, 0.1990, -0.6809], [0.3115, 0.7466, 0.1611], [-0.7235, -0.6199, -0.7506], [0.0302, -0.2958, -0.7067], [-0.9946, 1.1578, 0.3913], [-0.6393, -0.7265, -0.9520], [1.0264, -0.5642, 1.4170], [-0.2084, 0.0008, 0.0631], [0.0190, -0.0620, 0.3444], [-0.1944, -0.1030, -0.1677], [-0.2182, 0.1153, -0.1138], [-0.2196, 0.1775, 0.1071], [1.0402, -0.2102, 0.1339], [0.1266, 0.4505, 0.6415], [0.5785, 0.2956, -0.1345], [0.1086, 0.2463, 0.1545], [-0.2056, 0.8785, 1.0004], [-0.7127, -0.3248, -1.5390]],
  "nbo_charge": [1.232, -0.594, -0.062, -0.087, -0.406, -0.284, -0.708, 0.231, 0.262, 0.286, 0.229, 0.225, 0.261, 0.243, 0.227, 0.246, 0.402, 0.396, -0.653, -0.088, -0.136, -0.130, -0.321, -0.793, 0.274, 0.259, 0.261, 0.217, 0.277, 0.316, 0.265, 0.291, 0.331, 0.413, 0.407, -0.614, -0.084, -0.073, -0.503, -0.301, -0.682, 0.289, 0.224, 0.263, 0.240, 0.195, 0.256, 0.244, 0.229, 0.225, 0.379, 0.422],
  "charge": 4,
  "s2": 0.789,
  "orbital_gap_ev": [3.64, 3.66],
  "lumo_energy_ev": [-18.33, -18.35],
  "multiplicity": 2,
  "e_homo_ev": [-21.97, -22.01],
  "fmax_ev_per_a": 3.0
}